ORCA calculation (ωB97M-V/def2-TZVPD) on C42H52FeN6O5Si2Te as an isolated structure.

Atoms and positions in Å:
Te: 2.5483 0.5572 0.7846
Fe: -1.2928 -0.4082 -0.2642
Si: 2.6195 2.1137 3.7631
Si: 4.3850 2.3629 -1.5021
O: 0.3829 -0.9153 -1.2348
O: -3.4096 -4.5655 -4.6485
O: -1.4895 -2.7453 -0.7834
O: -1.3195 0.9681 1.3537
O: -2.6124 -0.1008 -4.2044
N: -2.0554 -2.1729 2.0952
N: -1.9968 -1.3832 -2.4285
N: -1.1669 2.5621 -0.3204
N: -2.9542 -2.3508 -4.3759
N: -0.8556 1.4394 -1.1283
N: -0.9831 -1.8682 1.5060
C: 1.5082 -1.5024 -3.1309
C: -1.9471 4.6331 1.3830
C: -4.4212 -1.7227 2.2642
C: 1.1098 -3.0120 0.9526
C: -2.5281 -1.2024 -3.6884
C: -4.9405 -2.9366 -1.7553
C: 1.9523 -1.2244 -4.3762
C: 1.6626 -3.3627 3.5930
C: -1.4851 2.2039 0.8962
C: -2.3793 2.9670 3.1008
C: 0.4422 -2.7892 3.2973
C: -1.6906 -5.0196 -2.2514
C: -3.0274 -3.6326 -3.9511
C: 4.4421 2.1969 -3.3499
C: 0.7420 -0.5629 -2.4156
C: 4.0034 0.6964 -0.7566
C: 3.1543 3.7491 -1.3611
C: 2.2963 -3.6437 1.3227
C: -2.5284 4.0165 4.0273
C: 3.0454 3.6731 4.8124
C: 3.6052 1.9255 2.1842
C: 2.9916 0.7016 4.8376
C: -2.1800 5.6200 2.2984
C: 0.1796 -2.5285 1.9569
C: 6.0885 2.9156 -0.8823
C: -3.2443 -0.6585 0.4527
C: -0.3052 -4.7126 -2.8159
C: -4.3632 0.1467 0.1905
C: -3.2193 -1.4640 1.5682
C: -2.0034 -2.6138 -1.8604
C: -2.4133 5.3152 3.6072
C: 0.8036 2.2840 3.2827
C: -1.9513 3.2931 1.8103
C: -0.1913 1.7311 -2.1944
C: -2.6566 -3.8498 -2.4865
C: 2.5254 -3.8841 2.6657
C: -5.5622 -1.0554 1.8936
C: 1.6308 -0.0142 -5.0025
C: -5.5998 -0.1363 0.8791
C: 0.7677 0.8561 -4.3700
C: 0.4396 0.6753 -3.0124
C: -3.9934 -4.1780 -1.7540
H: 5.0843 1.3198 -3.6476
H: -2.8303 3.7732 5.0464
H: -4.2868 -2.1722 -1.3398
H: -2.0569 -5.9386 -2.6793
H: 6.3613 3.7748 -1.4362
H: 1.7923 0.1901 -6.1090
H: 4.6247 1.5371 2.1973
H: 4.8658 3.1175 -3.8135
H: -1.5874 -5.0108 -1.1759
H: 6.8057 2.1203 -1.1313
H: -2.2407 6.6176 1.9071
H: -4.3576 -5.0673 -2.2100
H: -4.4365 -2.4868 3.0108
H: 2.2799 3.7831 -2.0248
H: -5.8313 -3.0485 -1.1822
H: -3.2138 -2.1912 -5.3233
H: 3.3887 2.0105 -3.5966
H: -5.1980 -2.7033 -2.8042
H: -6.4590 -1.2758 2.4266
H: -0.1373 2.7005 -2.5845
H: 3.1503 4.7034 4.3736
H: 2.6499 -0.3182 4.5659
H: -2.6304 6.0293 4.3908
H: 1.7652 -2.4084 -2.6618
H: 3.9214 3.5884 5.4021
H: 3.0384 -3.9993 0.5933
H: 2.8350 1.0238 5.8614
H: 0.3861 1.7534 -4.8841
H: -4.4219 0.8209 -0.7594
H: 0.7743 3.0869 2.5132
H: 3.5058 0.1145 -1.6222
H: -1.7763 4.8995 0.3956
H: 0.1967 2.7372 4.0411
H: 2.6703 -1.8839 -4.8119
H: -0.2954 -4.0936 -3.7318
H: 1.9094 -3.4429 4.6686
H: 3.6190 4.7555 -1.3538
H: -0.1752 -2.2806 4.0227
H: -6.5539 0.4574 0.6691
H: 4.8789 0.1167 -0.5384
H: 0.7398 -2.9374 -0.0376
H: 3.3371 -4.5139 3.0638
H: 0.3291 -5.5203 -3.1169
H: 4.0407 0.6009 4.6434
H: 2.5987 3.6025 -0.4268
H: 6.2371 3.2611 0.1859
H: 2.2473 3.6946 5.5950
H: -2.5194 1.8920 3.3490
H: 0.2680 1.4705 2.7652
H: 3.5413 2.9514 1.7139
H: -3.6410 -4.4733 -0.7523
H: 0.2471 -4.1249 -2.1201

Force components x, y, z for each atom (eV/Å):
0.1732 0.4945 0.7890
-1.1213 -0.7758 0.3656
-0.9642 0.8651 -0.5582
0.6402 0.5734 -0.0478
2.0277 0.3969 -1.5543
0.1827 0.7608 -0.0399
0.9764 -0.7276 2.3510
-0.4305 3.6884 -0.6493
-0.1394 -0.3994 -0.5817
0.6009 0.7012 -1.1983
-0.7317 -0.5095 -1.0353
0.3236 -0.9586 -2.8792
-0.0857 0.1290 -0.6541
0.2615 2.6739 2.1870
-1.3396 0.1955 0.7452
0.4821 0.3513 -1.1088
-0.0526 -1.3644 1.6456
1.4144 0.0296 -0.6745
-0.9718 0.4497 1.8947
0.7570 0.2807 2.1282
1.7069 -1.0786 -0.8607
0.9225 -0.0872 0.3159
-0.3945 -0.4285 2.2898
0.2056 -3.4946 1.7817
0.4930 -0.0427 0.1389
0.3578 1.6275 -1.0609
0.6405 0.7997 -0.7823
0.3472 -1.1675 0.8594
1.2617 -0.8374 -0.3237
-0.5574 -1.5171 2.5262
-1.5124 -0.6872 -1.7648
-1.0711 0.4786 1.1195
-0.3729 -0.3290 -0.5497
-0.5218 -1.8919 -0.4454
-1.0754 0.5858 -0.2147
-0.7521 0.7611 -1.2791
0.1319 -1.0969 -0.0097
-0.1536 0.6738 -0.7865
1.1939 -1.6855 -1.0200
-0.1535 -0.3403 1.3516
1.0761 1.5793 -0.6761
0.0605 0.8568 -1.0976
-2.0922 -0.7301 -1.1072
-1.3433 -0.9635 1.3178
-1.1498 0.8383 -2.6185
-0.5489 0.2114 1.6909
0.6336 0.6926 -1.2950
-0.1953 -0.3427 -0.2667
0.1418 -2.6873 -1.5954
-0.4178 0.0542 -0.4587
0.6848 -0.2599 0.4569
-0.6634 -0.4354 0.5423
-1.6411 1.0670 -2.0863
0.8509 2.2737 -1.3185
0.5882 0.9635 0.1275
-1.5250 1.9030 0.5360
0.7050 1.0705 0.6686
-0.7131 0.7649 -0.0138
0.1617 0.1854 -0.1891
-0.6661 0.5541 0.0285
-0.4530 -0.2975 0.1461
0.3993 0.9797 -0.9210
0.2682 -0.5008 1.6122
-0.0488 0.3102 0.2758
-0.5795 -0.6031 0.1510
-0.0957 -0.7246 0.2982
-0.0396 0.1845 0.2519
0.1198 0.5204 0.2496
-0.6780 -0.6524 -0.5279
-0.0470 -0.2370 0.6203
0.5918 -0.2543 -0.5218
-0.5761 -0.1433 0.5192
-0.2993 0.1572 -0.6863
0.3350 0.0959 -0.4915
-0.0039 0.1118 0.4992
-0.6417 -0.1465 0.3224
0.0935 1.6601 -0.1950
-0.5343 -1.0827 -0.0093
-0.5110 0.7652 0.3740
0.1929 0.5734 -0.3304
0.1720 -0.9217 0.6239
1.2493 -0.5166 0.4843
-0.6333 0.1390 0.1223
-0.0800 -0.5616 0.3401
0.3259 -0.4898 0.2824
0.3305 -1.0857 1.8607
0.2179 -0.2109 0.1065
0.5289 0.7172 1.1764
0.4660 0.1124 -1.7159
-0.3785 -0.1773 0.7942
0.1121 -0.4967 -0.5424
-0.5308 -0.0674 0.1710
-0.0617 -0.1916 -0.6562
-0.1637 -0.5528 0.0513
-0.1167 -0.3936 0.3034
1.4177 -0.9819 0.1903
0.5775 -0.1532 0.3205
0.2323 0.3225 -0.9201
-0.0687 0.6307 -0.5919
0.0825 -1.0544 0.2210
1.0993 0.0315 0.4148
0.2980 0.3566 0.4275
-0.4297 -0.8273 -0.9616
0.2403 0.2172 -0.6430
0.2639 0.9732 -0.0849
0.3356 -0.0011 0.6188
0.4274 -1.0234 0.1832
-0.5365 0.3729 0.0090
0.4839 0.4251 0.7215

As for the charge: -1. The calculation puts the LUMO energy (spin up / spin down) at 2.04 / -0.60 eV. For the total energy, the calculation gives -121012.16101 eV. The spin multiplicity is 6. The gap between HOMO and LUMO (spin up / spin down) is 5.91 / 3.80 eV.

Results of the Mulliken charge analysis, in e, for atoms 1 through 2: 0.4157, 0.0839